(1)
Density functional theory data (wB97M-V/def2-TZVPD) for C19H21N3O3 in the gas phase.

Net charge: 0
Energy above the lowest of the compared OMol25 structures with the same formula, charge and spin, kcal/mol: 34.8
HOMO, hartree: -0.312
Frontier orbital gap, eV: 9.12
SMILES: CCOc1ccc(N2C(=O)C[C@@H](NCCc3ccncc3)C2=O)cc1
Electronic energy, eV: -30657.3192
E_LUMO, eV: 0.64

Each line ends with the natural charge from an NBO analysis.
Atoms and positions in Å:
O 0.256 -2.798 1.644  -0.55
O 0.994 0.883 -0.935  -0.57
O 5.385 -3.590 -1.889  -0.49
N -0.749 1.759 1.217  -0.62
N -6.389 4.780 1.791  -0.42
N 0.879 -1.108 0.215  -0.50
C 4.253 -2.973 -1.467  0.31
C 2.020 -1.739 -0.350  0.16
C 0.103 -1.689 1.211  0.71
C -0.946 -0.681 1.625  -0.52
C 2.939 -2.384 0.471  -0.19
C 4.039 -2.996 -0.086  -0.25
C -4.071 3.572 0.815  0.03
C 0.451 0.147 -0.153  0.71
C -2.008 2.390 1.546  -0.20
C -0.838 0.451 0.604  -0.15
C -2.815 2.914 0.338  -0.45
C -6.360 3.491 1.502  0.04
C 4.825 -4.795 -3.944  -0.64
C -5.237 2.841 1.017  -0.27
C 2.221 -1.710 -1.720  -0.19
C -4.104 4.928 1.123  -0.26
C -5.281 5.477 1.603  0.04
C 3.331 -2.319 -2.278  -0.31
C 5.657 -3.707 -3.272  -0.06
H 1.513 -1.205 -2.359  0.23
H -1.784 3.230 2.209  0.20
H -5.270 1.785 0.794  0.21
H 5.000 -5.748 -3.451  0.22
H -1.926 -1.155 1.672  0.24
H 4.762 -3.503 0.534  0.23
H -7.286 2.955 1.668  0.19
H 5.109 -4.880 -4.989  0.22
H -1.657 0.381 -0.136  0.20
H -0.699 -0.310 2.621  0.26
H 6.717 -3.971 -3.316  0.19
H 2.786 -2.411 1.537  0.23
H -2.199 3.628 -0.214  0.21
H 3.763 -4.568 -3.883  0.21
H -5.345 6.529 1.850  0.19
H 5.522 -2.742 -3.776  0.17
H -2.612 1.670 2.105  0.19
H -0.183 2.370 0.635  0.38
H -3.063 2.084 -0.327  0.21
H 3.459 -2.271 -3.348  0.22
H -3.228 5.544 0.985  0.21

(2)
Density functional theory data (wB97M-V/def2-TZVPD) for a gas-phase ion, C7H15NO3P (charge +1) at a distorted geometry.

Net charge: +1
Energy above the lowest of the compared OMol25 structures with the same formula, charge and spin, kcal/mol: 53.2
HOMO, hartree: -0.461
Frontier orbital gap, eV: 8.00
SMILES: COP1OCC[N+](=C(C)C)CO1
Electronic energy, eV: -24415.3755
E_LUMO, eV: -4.53

Each line ends with the natural charge from an NBO analysis.
Atoms and positions in Å:
P 0.508 -1.598 -0.702  1.60
O 1.269 -2.921 -0.929  -0.82
O 1.574 -1.053 0.520  -0.76
O 0.977 -0.490 -1.807  -0.84
N 0.186 1.014 0.612  -0.34
C -1.041 1.284 1.068  0.52
C 0.902 -4.124 -1.581  -0.25
C -1.694 2.611 0.877  -0.73
C -1.961 0.372 1.807  -0.75
C 1.413 0.857 -1.524  -0.08
C 1.089 -0.022 1.236  0.11
C 0.395 1.730 -0.633  -0.24
H 0.736 2.738 -0.357  0.24
H 1.241 1.342 -2.590  0.23
H -2.414 2.603 0.021  0.28
H 0.611 -3.824 -2.678  0.18
H -1.686 0.043 2.805  0.29
H 2.434 0.772 -1.208  0.22
H -2.262 3.021 1.793  0.29
H -2.057 -0.720 1.346  0.28
H 1.964 0.578 1.457  0.22
H -0.941 3.380 0.605  0.24
H -0.490 1.652 -1.092  0.21
H 0.076 -4.734 -1.284  0.20
H -3.002 0.648 1.817  0.27
H 0.453 -0.390 2.047  0.19
H 1.722 -4.771 -1.627  0.21